The molecule C3H2FIO2 in a non-equilibrium geometry, computed with ωB97M-V/def2-TZVPD.

Calculated values
**Energy**: -18052.5552 eV
**Max |F|**: 1.9 eV/A

Cartesian coordinates (Å):
1 C -0.041 -0.323 0.964
2 C 0.730 0.863 1.082
3 C -0.473 -0.471 -1.376
4 O -0.610 -0.754 -0.160
5 O 0.962 1.650 0.184
6 F 0.464 0.295 -1.904
7 I -1.721 -1.426 -2.734
8 H -0.377 -0.881 1.824
9 H 1.067 1.047 2.120